The following is a DFT calculation (ωB97M-V/def2-TZVPD) of one molecule with the formula C7H10.

```
17
Properties=species:S:1:pos:R:3:forces:R:3:lowdin_charge:R:1
C -2.170601 1.856046 -0.436079 0.059 -0.128 -0.007 0.007
C -1.630598 0.680730 -0.617468 0.021 -0.012 -0.020 -0.113
C -1.070294 -0.488013 -0.778846 -0.148 0.121 0.034 -0.087
C 0.408105 -0.765930 -0.532232 0.086 0.037 0.007 -0.383
C 1.267597 0.482013 -0.702709 0.021 0.054 0.007 -0.090
C 0.539111 -1.414861 0.829929 0.051 0.002 0.148 -0.157
C 1.144169 -0.893812 1.892420 -0.035 -0.045 -0.110 0.007
H -2.532598 2.156073 0.545166 0.035 -0.066 -0.152 0.059
H -2.273684 2.565959 -1.252481 0.030 -0.101 0.088 0.058
H -1.699673 -1.335933 -1.048450 0.059 0.119 0.057 0.113
H 0.722129 -1.509785 -1.279671 -0.054 0.110 0.111 0.135
H 2.322213 0.259710 -0.510257 -0.159 0.020 -0.019 0.082
H 1.173800 0.866567 -1.722617 0.006 -0.043 0.135 0.084
H 0.949360 1.275595 -0.018306 0.059 -0.107 -0.097 0.076
H 0.053370 -2.386637 0.927436 0.039 0.130 -0.007 0.102
H 1.158107 -1.421660 2.842604 0.003 0.071 -0.167 0.053
H 1.639487 0.073937 1.861563 -0.072 -0.162 -0.008 0.054
```
Positions in Å, forces in eV/Å.

Its SMILES is C=C=C[C@@H](C)C=C. The value obtained for the orbital gap is 10.38 eV. The value obtained for the largest force on an atom is 0.195 eV/A. The energy relative to the best compared isomer or geometry (same formula, charge and spin) comes out at 51.6 kcal/mol. As for the HOMO energy: -9.32 eV.

The following is a DFT calculation (ωB97M-V/def2-TZVPD) of C46H58ClInN6OPS3 as an isolated structure in a non-equilibrium geometry.

```
117
Properties=species:S:1:pos:R:3:forces:R:3:lowdin_charge:R:1
In 0.636390 -0.300899 -0.564172 -1.153 -0.038 0.943 0.787
C 1.811633 -2.498529 1.592307 -0.160 0.019 -0.007 -0.130
C 0.493599 -2.478266 2.373798 -0.198 0.106 -0.223 -0.510
C 0.751227 -2.370448 3.874306 -0.094 -0.060 -0.037 -0.096
P -0.536182 -1.069557 1.708650 0.369 -0.061 0.282 1.050
C -2.354203 -1.378712 1.997222 0.233 0.160 -0.397 -0.508
C -2.763476 -2.144298 3.253257 0.133 -0.072 -0.043 -0.090
C -3.103849 -0.054338 1.822852 0.008 -0.084 -0.103 -0.105
C -0.002646 0.352759 2.668859 -0.041 0.310 -0.411 -0.311
C -0.587206 0.609368 3.916943 0.135 0.060 0.134 -0.070
C -0.231086 1.682167 4.705803 -0.033 -0.035 0.039 -0.265
C -0.881106 1.945391 6.035261 0.094 0.003 -0.026 -0.038
C 0.793352 2.507805 4.231667 -0.076 -0.083 -0.053 -0.014
C 1.369060 2.300052 3.003014 0.140 -0.093 -0.217 -0.015
C 0.968524 1.243367 2.153945 -0.104 -0.116 0.568 -0.305
N 1.635142 1.056923 0.952444 -0.944 -1.135 -1.623 -0.038
C 2.171828 2.159916 0.250098 0.302 0.620 -0.440 -0.270
C 1.490035 3.377489 0.027319 0.011 -0.351 -0.011 -0.199
C 0.074832 3.627849 0.482517 0.218 -0.053 0.100 -0.044
C 2.131006 4.372673 -0.699850 0.127 -0.006 -0.044 -0.006
C 3.396466 4.202618 -1.248044 -0.075 0.034 0.061 -0.260
C 4.055587 5.307517 -2.022977 -0.033 -0.063 -0.105 -0.044
C 4.014098 2.968187 -1.089510 0.016 0.061 -0.052 0.004
C 3.425942 1.951155 -0.356529 -0.104 0.155 0.299 -0.203
C 4.089543 0.615408 -0.216681 -0.198 0.235 0.062 -0.046
H 2.489127 -3.236875 2.021457 0.051 0.008 -0.042 0.096
H 2.299480 -1.519661 1.644430 0.092 -0.041 0.031 0.064
H 1.653491 -2.765815 0.542024 0.057 -0.022 0.003 0.048
H -0.070049 -3.391932 2.159939 0.012 -0.001 -0.029 0.115
H 1.336624 -1.480057 4.100938 0.019 0.002 0.025 0.085
H 1.310912 -3.244602 4.209703 0.007 -0.009 -0.012 0.091
H -0.173973 -2.325782 4.447958 0.019 0.020 0.045 0.067
H -2.599489 -2.011405 1.135701 -0.006 -0.037 0.032 0.104
H -2.740718 -1.525352 4.148122 0.037 0.010 0.014 0.072
H -2.134699 -3.019615 3.415059 -0.039 -0.012 0.048 0.070
H -3.787958 -2.497657 3.130703 -0.018 0.028 -0.009 0.090
H -2.881829 0.639343 2.632462 -0.011 -0.008 0.014 0.059
H -4.179822 -0.232016 1.804394 -0.004 -0.021 0.013 0.097
H -2.828484 0.425410 0.880511 -0.061 0.072 0.065 0.048
H -1.325404 -0.082115 4.297226 -0.077 0.016 0.006 0.092
H -1.776338 1.339079 6.165774 -0.017 0.016 0.021 0.077
H -1.156993 2.996917 6.118683 -0.065 -0.016 0.051 0.084
H -0.196392 1.720351 6.855213 -0.023 0.002 0.018 0.087
H 1.148391 3.324389 4.849345 -0.009 0.031 -0.018 0.126
H 2.180818 2.937421 2.678982 -0.029 0.076 -0.053 0.128
H -0.520842 2.710794 0.472864 0.009 0.047 0.064 0.057
H -0.399371 4.366174 -0.165602 0.085 -0.051 0.054 0.063
H 0.038983 4.022998 1.497969 -0.060 -0.038 0.073 0.095
H 1.611603 5.312435 -0.856204 0.008 0.025 0.014 0.121
H 3.596507 6.268906 -1.799895 0.026 0.026 -0.008 0.077
H 3.958390 5.128801 -3.096090 0.023 0.043 -0.010 0.087
H 5.119791 5.369583 -1.798922 0.002 0.013 0.020 0.083
H 4.980781 2.798009 -1.550569 0.029 -0.019 0.037 0.126
H 5.054980 0.600766 -0.718635 -0.080 0.001 -0.081 0.078
H 3.449105 -0.164571 -0.661548 0.086 0.160 0.151 0.032
H 4.235290 0.342854 0.828932 -0.062 -0.046 0.016 0.104
C -5.791423 4.678506 -4.367718 0.033 -0.002 0.101 -0.032
C -5.941751 3.888142 -3.062829 -0.121 -0.131 -0.035 -0.526
C -6.999819 4.599039 -2.201666 0.164 -0.002 -0.042 -0.034
C -6.489024 2.487885 -3.379432 0.090 0.065 0.033 -0.037
C -4.580595 3.776195 -2.300477 0.041 0.321 -0.127 -0.422
O -4.706680 2.935585 -1.166837 -0.118 -0.024 0.094 -0.004
C -4.047357 5.166434 -1.884575 0.088 -0.193 0.098 -0.100
C -2.959301 5.124501 -0.792856 -0.306 0.074 -0.126 -0.126
C -3.506753 5.009191 0.609929 0.097 -0.020 -0.009 -0.227
C -4.221509 6.063053 1.172196 0.032 -0.069 -0.016 -0.028
C -4.723506 5.981596 2.461131 -0.061 0.029 0.050 -0.092
C -4.502345 4.834204 3.206295 0.057 0.035 -0.129 -0.673
Cl -5.095904 4.732089 4.829178 -0.052 -0.020 0.071 0.679
C -3.794795 3.772014 2.667707 0.048 -0.045 0.033 -0.095
C -3.299678 3.868127 1.376823 -0.033 0.022 0.001 -0.044
C -3.509711 3.078748 -3.203743 -0.468 0.125 0.180 -0.019
N -2.822489 1.999495 -2.525993 0.605 -0.113 -0.053 -0.085
C -1.610800 1.999407 -1.977092 -0.055 0.129 0.015 -0.113
N -1.364148 0.806326 -1.461242 0.784 -0.333 0.315 -0.005
C -2.486029 0.088085 -1.757753 0.010 0.166 -0.036 -0.229
N -3.382209 0.786444 -2.398784 -0.236 -0.237 -0.080 0.167
H -6.760567 4.722291 -4.865373 0.013 0.013 -0.046 0.096
H -5.089977 4.213550 -5.062431 0.000 -0.002 -0.025 0.085
H -5.468666 5.704445 -4.186576 0.001 0.011 -0.014 0.087
H -7.970105 4.507560 -2.688625 -0.023 -0.018 0.027 0.093
H -6.797979 5.663589 -2.090604 -0.016 0.000 0.052 0.083
H -7.095731 4.153941 -1.208220 -0.068 0.027 0.020 0.089
H -7.473020 2.587215 -3.837448 -0.002 -0.025 -0.028 0.091
H -6.588701 1.892426 -2.472959 -0.011 -0.029 -0.018 0.089
H -5.860034 1.933086 -4.076115 -0.008 -0.030 0.001 0.079
H -5.415046 3.271449 -0.606013 0.061 0.046 0.028 0.104
H -4.866877 5.783861 -1.519679 0.012 0.041 -0.021 0.104
H -3.646058 5.660923 -2.771492 -0.063 0.044 -0.008 0.120
H -2.392601 6.056241 -0.860528 0.105 -0.045 -0.012 0.128
H -2.268463 4.300094 -0.972790 -0.063 0.097 -0.011 0.067
H -4.379859 6.971345 0.602050 -0.022 0.004 -0.008 0.123
H -5.281172 6.804578 2.886264 0.021 -0.002 0.038 0.110
H -3.630760 2.880327 3.258119 0.010 0.012 0.024 0.094
H -2.751973 3.035231 0.951092 -0.033 -0.015 0.016 0.095
H -2.764645 3.801569 -3.529259 0.059 -0.084 -0.035 0.143
H -3.983783 2.640723 -4.076256 0.129 -0.009 -0.039 0.117
H -0.937270 2.840568 -1.960282 -0.046 0.014 -0.055 0.140
H -2.616179 -0.950228 -1.503081 -0.060 -0.017 0.002 0.106
S 4.034963 -4.753083 -5.285230 0.094 0.091 0.207 0.648
C 3.222028 -3.895580 -4.145716 0.033 -0.027 -0.171 -1.074
S 1.487337 -3.663174 -4.318178 0.280 0.174 0.386 0.992
C 1.497963 -2.675535 -2.875556 0.471 -0.609 -0.654 -1.115
N 2.649866 -2.542929 -2.335888 -0.172 0.271 0.431 0.002
N 3.626271 -3.228788 -3.015675 -0.158 -0.290 -0.280 -0.122
C 4.945811 -3.130581 -2.466942 0.266 0.099 0.117 -0.174
C 5.950422 -4.052887 -2.743247 -0.202 0.008 -0.041 -0.037
C 7.216429 -3.872174 -2.206448 -0.008 0.046 0.051 -0.066
C 7.492308 -2.794191 -1.382996 0.065 -0.044 0.025 -0.080
C 6.474897 -1.908084 -1.066054 -0.024 -0.018 0.005 -0.075
C 5.209810 -2.069583 -1.602286 -0.087 -0.017 -0.119 -0.031
S 0.006821 -2.028787 -2.328924 0.042 1.184 0.938 0.619
H 5.759488 -4.904033 -3.367632 -0.069 -0.092 -0.141 0.053
H 7.988302 -4.594647 -2.434158 0.005 0.007 -0.026 0.111
H 8.487418 -2.649668 -0.984601 -0.008 -0.027 0.033 0.107
H 6.664756 -1.084906 -0.389369 0.015 0.030 -0.025 0.100
H 4.423365 -1.374957 -1.354297 0.291 -0.385 -0.210 0.044
```
Positions in Å, forces in eV/Å.

Its total charge is +1. The value obtained for the orbital gap is 5.92 eV. The value obtained for the largest force on an atom is 2.194 eV/A. The energy relative to the best compared isomer or geometry (same formula, charge and spin) comes out at 9.0 kcal/mol. As for the HOMO energy: -9.94 eV.

Please write out number 1 again, unchanged.
The following is a DFT calculation (ωB97M-V/def2-TZVPD) of one molecule with the formula C7H10.

```
17
Properties=species:S:1:pos:R:3:forces:R:3:lowdin_charge:R:1
C -2.170601 1.856046 -0.436079 0.059 -0.128 -0.007 0.007
C -1.630598 0.680730 -0.617468 0.021 -0.012 -0.020 -0.113
C -1.070294 -0.488013 -0.778846 -0.148 0.121 0.034 -0.087
C 0.408105 -0.765930 -0.532232 0.086 0.037 0.007 -0.383
C 1.267597 0.482013 -0.702709 0.021 0.054 0.007 -0.090
C 0.539111 -1.414861 0.829929 0.051 0.002 0.148 -0.157
C 1.144169 -0.893812 1.892420 -0.035 -0.045 -0.110 0.007
H -2.532598 2.156073 0.545166 0.035 -0.066 -0.152 0.059
H -2.273684 2.565959 -1.252481 0.030 -0.101 0.088 0.058
H -1.699673 -1.335933 -1.048450 0.059 0.119 0.057 0.113
H 0.722129 -1.509785 -1.279671 -0.054 0.110 0.111 0.135
H 2.322213 0.259710 -0.510257 -0.159 0.020 -0.019 0.082
H 1.173800 0.866567 -1.722617 0.006 -0.043 0.135 0.084
H 0.949360 1.275595 -0.018306 0.059 -0.107 -0.097 0.076
H 0.053370 -2.386637 0.927436 0.039 0.130 -0.007 0.102
H 1.158107 -1.421660 2.842604 0.003 0.071 -0.167 0.053
H 1.639487 0.073937 1.861563 -0.072 -0.162 -0.008 0.054
```
Positions in Å, forces in eV/Å.

Its SMILES is C=C=C[C@@H](C)C=C. The value obtained for the orbital gap is 10.38 eV. The value obtained for the largest force on an atom is 0.195 eV/A. The energy relative to the best compared isomer or geometry (same formula, charge and spin) comes out at 51.6 kcal/mol. As for the HOMO energy: -9.32 eV.

The highest orbital gap belongs to which entry?
C7H10

Which value of orbital gap does entry 1 give?
10.38 eV